1.
The following is a quantum chemistry calculation of a 2-piece molecular cluster, C5H9NO overall at a distorted geometry, from the Open Molecules 2025 dataset.

Summary:
Orbital gap (spin up / spin down), eV: 7.912 / 7.967
Calculated total energy, eV: -8863.4227
ΔE to the lowest compared entry with this formula, charge and spin, kcal/mol: 133.5
Charge: 0
Strongest force on any atom, eV/A: 4.20
Highest occupied orbital energy (spin up / spin down), eV: -7.696 / -7.799

CARTESIAN COORDINATES (ANGSTROEM)
1 C -0.501 -0.455 -0.007
2 C 0.466 0.422 0.088
3 C -0.206 -2.020 0.196
4 C -1.878 -0.021 -0.274
5 C 0.783 1.881 -0.056
6 N 2.430 -0.510 0.286
7 O 3.278 0.275 0.109
8 H -1.047 -2.324 0.841
9 H 0.675 -2.023 0.803
10 H -0.018 -2.541 -0.693
11 H -2.561 -0.642 -0.925
12 H -1.738 1.016 -0.754
13 H -2.277 0.154 0.679
14 H 1.834 1.966 -0.049
15 H 0.349 2.351 -1.011
16 H 0.412 2.472 0.768

=====

2.
The following is a quantum chemistry calculation of a single C5H9NO molecule, from the Open Molecules 2025 dataset.

Summary:
Orbital gap, eV: 10.443
Calculated total energy, eV: -8868.1163
ΔE to the lowest compared entry with this formula, charge and spin, kcal/mol: 25.3
Charge: 0
Strongest force on any atom, eV/A: 0.56
Highest occupied orbital energy, eV: -9.549

CARTESIAN COORDINATES (ANGSTROEM)
1 C -1.142 0.065 -1.290
2 C -1.002 0.041 0.238
3 C -0.618 1.439 0.757
4 O -1.164 2.509 0.822
5 N 0.669 1.024 1.103
6 C 0.375 -0.394 0.809
7 C 1.432 -1.114 -0.002
8 H -1.083 1.079 -1.691
9 H -2.101 -0.351 -1.594
10 H -0.359 -0.530 -1.777
11 H -1.882 -0.422 0.692
12 H 1.500 1.494 0.744
13 H 0.226 -0.935 1.751
14 H 1.725 -0.567 -0.906
15 H 1.105 -2.119 -0.289
16 H 2.319 -1.219 0.634

=====

3.
The following is a quantum chemistry calculation of a 2-piece molecular cluster, C5H9NO overall at a distorted geometry, from the Open Molecules 2025 dataset.

Summary:
Orbital gap, eV: 9.647
Calculated total energy, eV: -8865.3399
ΔE to the lowest compared entry with this formula, charge and spin, kcal/mol: 89.3
Charge: 0
Strongest force on any atom, eV/A: 1.16
Highest occupied orbital energy, eV: -9.277

CARTESIAN COORDINATES (ANGSTROEM)
1 C -0.773 -0.441 -2.134
2 C -1.328 0.283 1.034
3 O -1.452 -1.001 1.200
4 C 0.146 0.732 1.152
5 C 1.274 -0.308 1.061
6 C 0.378 1.829 0.204
7 N 0.602 2.670 -0.558
8 H 0.079 0.225 -2.273
9 H -1.214 -0.672 -3.103
10 H -0.449 -1.370 -1.659
11 H -1.520 0.052 -1.511
12 H -0.609 -1.497 1.302
13 H 0.149 1.190 2.155
14 H 2.241 0.176 1.208
15 H 1.288 -0.793 0.080
16 H 1.188 -1.074 1.842

=====

4.
The following is a quantum chemistry calculation of C5H9NO as an isolated structure at a distorted geometry, from the Open Molecules 2025 dataset.

Summary:
Orbital gap, eV: 10.187
Calculated total energy, eV: -8864.8088
ΔE to the lowest compared entry with this formula, charge and spin, kcal/mol: 101.6
Charge: 0
Strongest force on any atom, eV/A: 1.25
Highest occupied orbital energy, eV: -9.433

CARTESIAN COORDINATES (ANGSTROEM)
1 C 1.844 -0.003 0.635
2 C 0.752 -0.095 -0.416
3 N -0.112 -1.320 -0.239
4 C -0.998 -0.310 0.882
5 C -0.705 0.490 -0.313
6 O -1.246 1.776 -0.269
7 C -1.062 -0.702 -1.235
8 H 2.704 -0.629 0.356
9 H 2.199 1.025 0.746
10 H 1.486 -0.380 1.598
11 H 1.191 0.026 -1.423
12 H -0.560 0.110 1.813
13 H -2.084 -0.447 1.050
14 H -0.660 2.310 0.285
15 H -0.719 -0.642 -2.281
16 H -2.030 -1.209 -1.190

=====

5.
The following is a quantum chemistry calculation of a single C5H9NO molecule at a distorted geometry, from the Open Molecules 2025 dataset.

Summary:
Orbital gap, eV: 11.433
Calculated total energy, eV: -8867.8867
ΔE to the lowest compared entry with this formula, charge and spin, kcal/mol: 30.6
Charge: 0
Strongest force on any atom, eV/A: 1.11
Highest occupied orbital energy, eV: -10.847

CARTESIAN COORDINATES (ANGSTROEM)
1 C -1.620 -0.487 -0.559
2 C -0.384 -0.640 0.336
3 C -0.728 -1.305 1.603
4 N -0.977 -1.844 2.596
5 C 0.314 0.711 0.602
6 C 1.396 1.073 -0.452
7 O 1.426 0.210 -1.578
8 H -1.303 -0.123 -1.540
9 H -2.323 0.232 -0.125
10 H -2.141 -1.440 -0.687
11 H 0.320 -1.304 -0.177
12 H -0.456 1.491 0.627
13 H 0.771 0.702 1.597
14 H 2.381 1.095 0.032
15 H 1.211 2.078 -0.840
16 H 2.113 -0.450 -1.439

=====

6.
The following is a quantum chemistry calculation of a single C5H9NO molecule at a distorted geometry, from the Open Molecules 2025 dataset.

Summary:
Orbital gap, eV: 11.498
Calculated total energy, eV: -8868.2588
ΔE to the lowest compared entry with this formula, charge and spin, kcal/mol: 22.0
Charge: 0
Strongest force on any atom, eV/A: 1.14
Highest occupied orbital energy, eV: -10.809

CARTESIAN COORDINATES (ANGSTROEM)
1 C -0.906 -0.483 -1.302
2 C -1.010 -0.025 0.147
3 O -1.429 -1.063 1.013
4 C 0.296 0.616 0.692
5 C 1.526 -0.282 0.532
6 C 0.521 1.921 0.052
7 N 0.678 2.943 -0.469
8 H -0.468 0.295 -1.936
9 H -1.901 -0.719 -1.686
10 H -0.291 -1.386 -1.393
11 H -1.797 0.731 0.224
12 H -0.848 -1.822 0.879
13 H 0.124 0.806 1.758
14 H 2.409 0.177 0.982
15 H 1.742 -0.469 -0.523
16 H 1.355 -1.240 1.032

=====

7.
The following is a quantum chemistry calculation of a single C5H9NO molecule at a distorted geometry, from the Open Molecules 2025 dataset.

Summary:
Orbital gap, eV: 10.908
Calculated total energy, eV: -8865.8169
ΔE to the lowest compared entry with this formula, charge and spin, kcal/mol: 78.3
Charge: 0
Strongest force on any atom, eV/A: 1.27
Highest occupied orbital energy, eV: -10.118

CARTESIAN COORDINATES (ANGSTROEM)
1 C -0.468 -2.548 1.227
2 O 0.163 -1.744 0.186
3 C -0.262 -0.366 0.086
4 C 0.460 1.233 -0.083
5 C 1.271 1.625 -1.370
6 C -0.902 1.835 -0.136
7 N -2.049 1.990 -0.197
8 H -0.184 -3.599 1.055
9 H -1.579 -2.577 1.254
10 H -0.119 -2.252 2.226
11 H -0.890 -0.197 0.956
12 H -0.879 -0.291 -0.812
13 H 1.000 1.714 0.761
14 H 1.470 2.711 -1.503
15 H 2.255 1.142 -1.392
16 H 0.713 1.326 -2.259

=====

8.
The following is a quantum chemistry calculation of a single C5H9NO molecule at a distorted geometry, from the Open Molecules 2025 dataset.

Summary:
Orbital gap, eV: 10.307
Calculated total energy, eV: -8865.9258
ΔE to the lowest compared entry with this formula, charge and spin, kcal/mol: 75.8
Charge: 0
Strongest force on any atom, eV/A: 4.54
Highest occupied orbital energy, eV: -9.414

CARTESIAN COORDINATES (ANGSTROEM)
1 C 2.133 -0.167 -1.836
2 N 1.737 0.055 -0.676
3 C 0.431 0.301 -0.346
4 O -0.441 0.418 -1.374
5 C 0.191 1.124 0.895
6 C -0.128 -0.393 0.906
7 C -1.519 -0.867 0.958
8 H 3.176 -0.362 -2.017
9 H 1.447 -0.357 -2.696
10 H -0.134 1.142 -1.890
11 H -0.748 1.568 0.702
12 H 0.889 1.558 1.689
13 H 0.720 -0.921 1.426
14 H -2.264 -0.509 0.190
15 H -2.027 -0.892 1.968
16 H -1.643 -1.942 0.467

=====

9.
The following is a quantum chemistry calculation of a 2-piece molecular cluster, C5H9NO overall at a distorted geometry, from the Open Molecules 2025 dataset.

Summary:
Orbital gap, eV: 10.279
Calculated total energy, eV: -8866.1983
ΔE to the lowest compared entry with this formula, charge and spin, kcal/mol: 69.5
Charge: 0
Strongest force on any atom, eV/A: 1.41
Highest occupied orbital energy, eV: -9.391

CARTESIAN COORDINATES (ANGSTROEM)
1 C 1.583 0.321 0.841
2 C 1.084 -0.910 0.131
3 C -0.362 -1.167 -0.048
4 N 0.403 -1.919 0.942
5 H 0.896 0.589 1.651
6 H 2.572 0.145 1.275
7 H 1.654 1.169 0.152
8 H 1.730 -1.285 -0.664
9 H -0.695 -1.648 -0.967
10 H -1.071 -0.472 0.392
11 H 0.593 -2.857 0.602
12 C -2.159 1.474 -0.652
13 C -0.951 1.668 -1.134
14 O 0.094 1.969 -1.569
15 H -2.645 0.529 -0.432
16 H -2.725 2.394 -0.518

=====

10.
The following is a quantum chemistry calculation of a single C5H9NO molecule, from the Open Molecules 2025 dataset.

Summary:
Orbital gap, eV: 11.265
Calculated total energy, eV: -8867.3065
ΔE to the lowest compared entry with this formula, charge and spin, kcal/mol: 44.0
Charge: 0
Strongest force on any atom, eV/A: 0.34
Highest occupied orbital energy, eV: -10.195

CARTESIAN COORDINATES (ANGSTROEM)
1 H 0.353 1.942 0.735
2 N 1.181 1.627 0.229
3 C 1.267 0.365 0.158
4 C 2.404 -0.309 -0.538
5 O 0.376 -0.565 0.623
6 C -0.932 -0.089 0.788
7 C -2.008 -0.944 0.205
8 C -1.620 0.347 -0.464
9 H 3.129 -0.704 0.177
10 H 2.020 -1.145 -1.125
11 H 2.905 0.417 -1.172
12 H -1.114 0.450 1.716
13 H -1.686 -1.867 -0.267
14 H -2.959 -1.000 0.726
15 H -1.029 0.275 -1.375
16 H -2.288 1.200 -0.415

=====

11.
The following is a quantum chemistry calculation of a single C5H9NO molecule at a distorted geometry, from the Open Molecules 2025 dataset.

Summary:
Orbital gap, eV: 11.443
Calculated total energy, eV: -8867.7996
ΔE to the lowest compared entry with this formula, charge and spin, kcal/mol: 32.6
Charge: 0
Strongest force on any atom, eV/A: 1.12
Highest occupied orbital energy, eV: -10.565

CARTESIAN COORDINATES (ANGSTROEM)
1 C 1.967 0.640 -0.136
2 O 0.894 -0.029 -0.766
3 C -0.354 -0.027 -0.100
4 C -1.374 -0.452 -1.155
5 C -0.370 -0.987 1.095
6 C -0.685 1.351 0.376
7 N -0.898 2.425 0.750
8 H 1.763 1.712 -0.028
9 H 2.203 0.226 0.854
10 H 2.830 0.519 -0.795
11 H -1.095 -1.440 -1.533
12 H -1.366 0.255 -1.987
13 H -2.381 -0.499 -0.732
14 H -1.381 -1.061 1.507
15 H 0.297 -0.656 1.895
16 H -0.053 -1.977 0.754

=====

12.
The following is a quantum chemistry calculation of a 2-piece molecular cluster, C5H9NO overall at a distorted geometry, from the Open Molecules 2025 dataset.

Summary:
Orbital gap, eV: 7.895
Calculated total energy, eV: -8867.7804
ΔE to the lowest compared entry with this formula, charge and spin, kcal/mol: 33.0
Charge: 0
Strongest force on any atom, eV/A: 3.74
Highest occupied orbital energy, eV: -7.429

CARTESIAN COORDINATES (ANGSTROEM)
1 C 0.296 0.687 1.971
2 C 0.468 0.707 0.476
3 C 0.902 1.723 -0.369
4 C 0.987 1.227 -1.694
5 C 0.484 -0.136 -1.589
6 N 0.094 -0.379 -0.282
7 H 0.342 -0.320 2.426
8 H -0.683 1.038 2.289
9 H 1.105 1.238 2.417
10 H 1.217 2.729 -0.077
11 H 1.449 1.594 -2.649
12 H 0.700 -0.977 -2.163
13 H -0.609 -1.072 -0.047
14 O -2.031 -2.390 -0.088
15 H -2.524 -3.084 0.406
16 H -2.195 -2.584 -1.030

=====

13.
The following is a quantum chemistry calculation of a 2-piece molecular cluster, C5H9NO overall at a distorted geometry, from the Open Molecules 2025 dataset.

Summary:
Orbital gap, eV: 11.221
Calculated total energy, eV: -8867.0955
ΔE to the lowest compared entry with this formula, charge and spin, kcal/mol: 48.8
Charge: 0
Strongest force on any atom, eV/A: 1.18
Highest occupied orbital energy, eV: -10.521

CARTESIAN COORDINATES (ANGSTROEM)
1 C -0.224 -0.325 1.666
2 C 0.390 -1.011 0.438
3 C -0.605 -1.765 -0.335
4 N -1.399 -2.363 -0.928
5 C 1.293 -0.124 -0.422
6 O 2.063 0.655 0.085
7 H -0.488 -1.079 2.413
8 H -1.129 0.235 1.412
9 H 0.515 0.359 2.091
10 H 1.143 -1.731 0.779
11 H 1.259 -0.317 -1.513
12 C -0.572 1.481 -1.144
13 H -1.009 0.488 -1.312
14 H -0.357 1.937 -2.109
15 H -1.245 2.064 -0.523
16 H 0.366 1.494 -0.599

=====

14.
The following is a quantum chemistry calculation of a single C5H9NO molecule, from the Open Molecules 2025 dataset.

Summary:
Orbital gap, eV: 9.770
Calculated total energy, eV: -8867.2768
ΔE to the lowest compared entry with this formula, charge and spin, kcal/mol: 44.6
Charge: 0
Strongest force on any atom, eV/A: 0.31
Highest occupied orbital energy, eV: -8.840

CARTESIAN COORDINATES (ANGSTROEM)
1 C -0.991 1.430 0.626
2 C -0.469 0.673 -0.339
3 C -1.288 -0.204 -1.243
4 N 0.941 0.607 -0.553
5 C 1.541 -0.621 -0.017
6 C 0.768 -1.155 1.180
7 O 0.211 -2.224 1.185
8 H -2.059 1.489 0.789
9 H -0.353 1.993 1.303
10 H -1.190 0.106 -2.290
11 H -2.344 -0.180 -0.963
12 H -0.947 -1.243 -1.174
13 H 1.390 1.424 -0.159
14 H 1.585 -1.412 -0.768
15 H 2.568 -0.390 0.290
16 H 0.711 -0.470 2.048

=====

15.
The following is a quantum chemistry calculation of a single C5H9NO molecule at a distorted geometry, from the Open Molecules 2025 dataset.

Summary:
Orbital gap, eV: 10.738
Calculated total energy, eV: -8864.5236
ΔE to the lowest compared entry with this formula, charge and spin, kcal/mol: 108.1
Charge: 0
Strongest force on any atom, eV/A: 2.03
Highest occupied orbital energy, eV: -9.793

CARTESIAN COORDINATES (ANGSTROEM)
1 C 1.064 -0.366 1.669
2 C 0.302 -0.938 0.474
3 C -1.171 -0.453 0.427
4 C -0.806 0.708 -0.474
5 C 0.477 -0.134 -0.823
6 N 1.105 -0.003 -1.925
7 O 0.095 1.024 -2.491
8 H 0.641 -0.766 2.598
9 H 0.983 0.725 1.712
10 H 2.125 -0.625 1.632
11 H 0.428 -2.023 0.428
12 H -1.769 -1.159 -0.161
13 H -1.679 -0.208 1.356
14 H -0.400 1.602 0.015
15 H -1.603 1.061 -1.147
16 H 0.206 1.557 -3.290

=====

16.
The following is a quantum chemistry calculation of C5H9NO as an isolated structure, from the Open Molecules 2025 dataset.

Summary:
Orbital gap, eV: 10.909
Calculated total energy, eV: -8867.6741
ΔE to the lowest compared entry with this formula, charge and spin, kcal/mol: 35.5
Charge: 0
Strongest force on any atom, eV/A: 0.51
Highest occupied orbital energy, eV: -10.018

CARTESIAN COORDINATES (ANGSTROEM)
1 C -0.877 -1.069 0.937
2 C -0.006 -0.170 0.068
3 C 1.090 0.408 0.962
4 C 0.445 -0.710 -1.305
5 O 0.074 0.544 -1.937
6 C -0.521 0.985 -0.781
7 N -1.136 2.053 -0.542
8 H -1.483 -0.491 1.641
9 H -1.532 -1.738 0.371
10 H -0.183 -1.670 1.541
11 H 0.633 1.211 1.550
12 H 1.463 -0.360 1.649
13 H 1.913 0.830 0.379
14 H -0.185 -1.513 -1.706
15 H 1.502 -0.945 -1.449
16 H -1.198 2.635 -1.379